The following is a quantum chemistry calculation of an isolated ion of composition C6H10NS and charge +1 at a distorted geometry, from the Open Molecules 2025 dataset.

The geometry in XYZ format:
```
18
Properties=species:S:1:pos:R:3:forces:R:3:nbo_charge:R:1
S 1.791 1.058 1.375 1.6701 -2.2236 0.1962 0.44
N 0.198 0.647 -0.820 0.5781 -0.6951 0.7907 -0.40
C 1.277 -0.053 -0.030 1.1981 0.2421 -1.1282 -0.19
C 0.729 2.263 0.949 -4.1113 -0.5189 -3.3788 -0.38
C -0.094 -0.670 -0.114 1.2385 -0.1493 1.7364 0.15
C -0.026 1.905 -0.156 -1.2214 2.2651 -0.8282 -0.10
C -0.963 -0.682 1.114 1.0875 1.7362 1.0094 -0.64
C -0.327 -1.841 -0.994 4.3227 0.8316 -2.4610 -0.62
H -0.613 0.117 1.866 -0.5920 -1.6215 -0.8666 0.24
H 2.108 -0.296 -0.752 -0.7625 -0.4056 1.3519 0.27
H 0.580 -2.515 -0.881 -0.9934 0.6350 -0.3127 0.25
H 0.335 3.081 1.552 0.8382 0.0048 -0.0501 0.30
H -1.117 -2.406 -0.685 -2.5402 -1.2014 0.3265 0.25
H 0.236 0.497 -1.859 -0.0564 0.9069 1.1580 0.46
H -1.096 -1.690 1.550 0.4599 0.6496 -0.2530 0.27
H -0.802 2.431 -0.779 0.8826 0.1862 1.5592 0.25
H -1.894 -0.351 0.743 -1.5540 0.2633 -0.0597 0.24
H -0.322 -1.495 -2.081 -0.4447 -0.9056 1.2100 0.22
```
Positions in Å, forces in eV/Å.

Results
* SMILES string: CC1(C)[C@@H]2SC=C[N@@H+]21
* HOMO-LUMO gap: 9.54 eV
* ΔE to the lowest compared entry with this formula, charge and spin: 1.747 eV
* total charge: +1